20 unconnected molecules or ions with the total composition C40H120O40 in a non-equilibrium geometry, computed with wB97M-V/def2-TZVPD.

Geometry as XYZ:
```
200
Properties=species:S:1:pos:R:3:forces:R:3:lowdin_charge:R:1
C 2.683697 -3.419809 -2.174962 0.66 -1.46 -0.77 -0.219
C 2.577217 -4.577784 -1.173493 -0.16 0.22 -0.84 -0.240
O 2.245130 -5.783447 -1.816879 -0.07 -0.41 0.04 -0.057
O 1.487067 -3.395092 -2.986697 0.89 0.54 0.27 -0.075
H 3.551076 -3.588159 -2.867415 -0.50 0.14 0.65 0.136
H 2.843059 -2.532173 -1.593467 -0.06 0.85 0.08 0.080
H 1.775070 -4.277412 -0.489094 0.26 -0.20 0.51 0.110
H 3.539674 -4.801053 -0.692389 -0.37 0.59 0.19 0.131
H 1.354657 -5.690649 -2.160446 -0.13 0.01 -0.26 0.071
H 1.784928 -2.920968 -3.778824 -0.56 -0.15 0.10 0.087
C -3.447417 0.907667 4.818906 -0.30 1.01 2.21 -0.198
C -3.898193 2.293418 5.443255 1.55 -1.14 -1.03 -0.218
O -4.841415 2.941435 4.601344 0.32 -0.48 0.22 -0.062
O -2.532287 1.043729 3.739796 -0.32 -0.34 0.32 -0.089
H -4.334019 0.375078 4.527434 -0.48 -0.26 -0.38 0.109
H -3.036040 0.327424 5.709094 0.10 0.53 -1.30 0.132
H -2.969132 2.912632 5.511771 -0.57 -0.38 0.08 0.120
H -4.303049 2.136654 6.446201 -0.04 -0.15 -0.01 0.111
H -4.727550 3.846857 4.862531 -0.41 0.90 -0.26 0.078
H -2.984285 0.762319 2.924451 0.27 0.25 0.20 0.078
C 5.508784 2.461537 -5.086395 1.08 -0.70 -0.72 -0.235
C 4.945825 3.160264 -3.868041 0.42 0.56 -0.04 -0.225
O 4.660112 2.347594 -2.729706 0.05 0.28 0.20 -0.096
O 4.518501 1.792798 -5.852073 0.00 0.16 0.05 -0.071
H 6.337220 1.748150 -4.781797 -0.78 0.61 -0.23 0.115
H 5.969041 3.148463 -5.846952 -0.36 -0.17 1.13 0.136
H 4.018720 3.641660 -4.214082 0.17 0.17 0.30 0.121
H 5.682749 3.921111 -3.525674 -0.57 -0.29 -0.25 0.128
H 4.705895 1.396249 -2.884057 0.25 -0.20 -0.42 0.037
H 4.133639 1.076342 -5.337264 -0.21 -0.53 0.22 0.037
C 3.680035 -0.728166 0.901299 1.15 0.75 -0.01 -0.210
C 3.479495 0.677277 0.389432 -0.02 -0.55 -0.27 -0.235
O 4.715936 1.325659 0.487492 1.00 0.75 -0.62 -0.057
O 4.480388 -1.530309 0.006539 -0.17 0.33 0.21 -0.075
H 2.690757 -1.085290 0.929358 -1.18 -1.21 0.42 0.082
H 4.183820 -0.714784 1.883083 -0.53 0.02 -0.28 0.127
H 2.793659 1.196186 1.073142 -0.31 -0.21 -0.47 0.105
H 3.063316 0.548157 -0.664898 0.54 0.74 1.07 0.125
H 4.736803 2.163441 0.000366 -0.20 -0.29 -0.05 0.108
H 5.248224 -1.787951 0.532682 0.18 -0.04 -0.11 0.067
C -3.517380 3.251046 1.083877 0.43 -0.24 1.29 -0.222
C -4.807825 2.505652 1.220956 -1.42 -0.36 0.01 -0.202
O -4.672005 1.091603 1.107065 1.18 0.02 1.95 -0.067
O -2.989600 2.852467 -0.158004 0.94 0.33 -0.86 -0.115
H -2.812154 3.044284 1.910788 -0.25 -0.26 -0.29 0.104
H -3.712917 4.310919 1.218770 -0.17 0.40 -0.60 0.131
H -5.431190 2.826904 0.386558 -0.30 0.27 0.10 0.124
H -5.325941 2.682953 2.191735 0.53 0.19 -0.71 0.122
H -4.969452 0.683068 0.314529 -0.34 0.05 -1.35 0.051
H -2.212585 3.374770 -0.512296 -0.50 -0.24 0.57 0.080
C -4.526995 1.084423 -3.289476 0.29 -0.61 0.29 -0.200
C -5.481944 0.003923 -2.738676 1.78 1.82 2.56 -0.162
O -4.703217 -0.817438 -1.842302 0.51 0.91 0.45 -0.109
O -4.418060 2.285723 -2.520412 0.34 -0.52 0.51 -0.100
H -4.959064 1.316188 -4.244072 -0.20 0.76 -0.56 0.108
H -3.528398 0.672041 -3.514393 -0.31 -0.06 0.28 0.131
H -5.743898 -0.621841 -3.517013 -1.35 -0.94 -1.75 0.094
H -6.287610 0.604961 -2.208450 0.46 -1.23 -0.66 0.148
H -5.045329 -1.661853 -1.516159 -0.79 -0.02 0.14 0.063
H -3.789599 2.228453 -1.744262 -0.82 -0.16 -0.90 0.088
C -5.377797 -2.995150 1.145146 -0.15 0.52 0.09 -0.238
C -4.387029 -2.093327 1.851414 0.47 -0.71 1.02 -0.194
O -3.047390 -2.564529 1.641362 0.32 0.00 1.07 -0.104
O -5.099261 -3.031259 -0.207755 0.99 -0.47 -2.34 -0.090
H -6.315692 -2.468611 1.221085 -0.73 -0.08 0.20 0.118
H -5.514648 -4.039712 1.467076 0.38 0.47 0.72 0.137
H -4.623054 -2.121209 2.916216 0.04 -0.01 0.28 0.119
H -4.479885 -1.026368 1.575020 0.10 -0.73 -0.34 0.097
H -2.646171 -2.960471 2.472605 -0.46 0.51 -1.04 0.088
H -4.246769 -3.503274 -0.399908 -0.76 0.42 0.36 0.086
C 0.263117 0.470994 5.814986 -0.55 0.55 0.93 -0.230
C 1.808833 0.653173 5.695760 -0.78 -1.49 0.20 -0.247
O 2.405150 0.481832 4.451679 -0.51 0.26 -1.65 -0.078
O -0.264750 -0.498466 4.967428 0.18 -0.73 -0.79 -0.073
H -0.316958 1.426562 5.710934 0.70 -0.48 -0.21 0.110
H -0.052383 0.101548 6.811317 0.87 0.50 0.09 0.123
H 2.310591 -0.080855 6.322698 -0.14 -0.15 0.30 0.110
H 2.072971 1.591526 6.069156 0.27 1.77 0.96 0.088
H 2.037189 1.130126 3.793910 0.33 -0.51 0.63 0.065
H -0.831545 -0.054317 4.341189 -0.51 0.10 -0.53 0.034
C 1.416409 3.716446 3.077374 0.29 0.93 0.30 -0.243
C 0.444903 3.924540 4.181186 -1.76 -0.42 0.35 -0.200
O -0.887081 3.671480 3.657186 0.56 0.73 0.48 -0.075
O 1.358411 2.388918 2.624578 -0.10 -0.69 -0.49 -0.085
H 2.412336 4.015567 3.391184 0.49 -0.83 0.32 0.129
H 1.248879 4.497563 2.336862 -0.61 -0.36 -0.72 0.115
H 0.396691 4.963048 4.489217 0.32 0.11 0.26 0.124
H 0.591457 3.243692 5.053915 0.29 0.62 -0.53 0.110
H -0.959086 2.733288 3.509680 -0.50 -0.73 -0.09 0.017
H 0.448963 2.116126 2.330679 0.65 0.70 -0.11 0.078
C 0.470781 5.540157 -1.409515 0.30 -1.25 1.02 -0.252
C 0.501889 4.013906 -1.093245 -0.38 1.00 0.56 -0.171
O -0.734784 3.352193 -1.380907 0.01 1.40 -0.68 -0.087
O 0.733155 5.947774 -2.705931 -0.62 -0.20 -1.25 -0.049
H 1.320790 5.948667 -0.824950 -0.69 -0.02 0.01 0.129
H -0.498492 5.871342 -1.017869 0.15 0.48 0.01 0.107
H 0.640957 3.918767 -0.015192 0.26 0.15 0.22 0.104
H 1.355371 3.579452 -1.573503 0.33 -0.54 -0.59 0.102
H -0.642883 2.417009 -1.245934 0.39 -1.37 0.00 0.038
H -0.027299 5.780336 -3.308884 0.40 0.02 0.68 0.084
C 6.711819 -0.633887 -2.747073 -2.16 0.80 -1.33 -0.118
C 7.120210 -2.081870 -2.960098 0.17 0.93 0.83 -0.226
O 6.636158 -3.042306 -2.018686 -0.41 1.10 -0.38 -0.049
O 5.203829 -0.519491 -2.762976 1.19 -0.18 0.54 -0.139
H 7.071864 0.092881 -3.556050 -0.41 -1.46 0.81 0.136
H 7.032322 -0.191407 -1.835576 0.37 0.06 1.00 0.082
H 8.164416 -2.017534 -2.807447 1.44 -0.41 -0.08 0.108
H 6.933331 -2.353240 -3.970573 -0.37 -0.52 -0.90 0.111
H 5.708413 -2.795201 -1.908079 -0.14 -0.38 0.20 0.048
H 4.899765 -0.660086 -1.840438 0.28 -0.03 -0.27 0.060
C -4.427458 5.581529 -2.860809 -0.23 -0.71 -0.60 -0.165
C -2.943080 5.334754 -2.640445 -0.37 -0.66 -0.58 -0.244
O -2.125909 5.569670 -3.794310 -0.26 0.27 0.25 -0.052
O -4.913336 4.654829 -3.909262 1.16 0.24 0.88 -0.130
H -4.570448 6.626857 -3.173632 -0.29 -0.48 -0.23 0.124
H -5.029213 5.387766 -1.947086 0.54 0.18 -0.31 0.124
H -2.832735 4.310676 -2.365306 0.02 -1.01 0.07 0.069
H -2.540693 5.830988 -1.778592 0.19 0.99 0.11 0.109
H -2.427550 4.984366 -4.508331 0.02 0.23 0.36 0.103
H -4.558837 3.748950 -3.649160 -0.74 1.28 -0.03 0.072
C -1.423939 -3.579655 -1.607056 0.98 -1.30 -0.06 -0.239
C -1.917107 -2.800112 -2.754808 -0.85 1.56 -0.26 -0.176
O -2.024103 -1.426306 -2.272022 -0.22 -0.32 -0.51 -0.107
O -2.391714 -3.821100 -0.604312 0.04 -0.59 -1.00 -0.068
H -0.483721 -3.029743 -1.304112 -0.96 -0.88 0.34 0.130
H -1.197023 -4.594601 -1.940825 0.61 0.08 -0.20 0.126
H -2.895945 -3.155668 -3.167073 0.74 0.30 0.37 0.146
H -1.159240 -2.771894 -3.538777 -0.11 -0.20 -0.05 0.115
H -2.942144 -1.220382 -2.032097 -0.31 0.00 -0.12 0.044
H -2.334333 -3.167499 0.067077 -0.05 1.13 1.50 0.028
C 0.205665 -0.026801 0.065431 -1.34 0.71 -0.28 -0.212
C -0.801069 0.053144 1.189164 -1.29 -0.03 -1.36 -0.192
O -1.076531 1.414291 1.394977 -0.29 1.47 0.62 -0.109
O -0.378393 0.393529 -1.163134 -0.17 0.19 -0.11 -0.079
H 0.533685 -1.034445 0.031755 0.97 -1.06 -0.38 0.105
H 0.951426 0.737141 0.224474 0.63 -0.33 0.36 0.094
H -0.439732 -0.406394 2.125744 -0.31 0.08 -0.36 0.130
H -1.772793 -0.364817 0.786835 1.06 -0.47 0.86 0.143
H -1.755777 1.759689 0.763002 0.62 -0.52 0.35 0.073
H -1.005602 -0.272831 -1.531293 0.35 -0.03 0.15 0.057
C 2.621884 -3.243058 3.176558 -1.02 0.20 0.25 -0.189
C 3.335451 -3.696184 4.440140 0.36 -0.92 0.62 -0.197
O 2.545318 -3.320865 5.614496 0.96 -1.11 -1.10 -0.074
O 1.470938 -4.083674 2.879064 1.50 0.35 -0.18 -0.082
H 3.238094 -3.158690 2.275382 0.11 -0.44 0.25 0.108
H 2.275224 -2.211959 3.401767 0.04 -0.36 -0.28 0.119
H 4.360466 -3.240658 4.467684 -0.77 -0.17 0.12 0.113
H 3.487125 -4.823963 4.509603 -0.39 1.46 -0.24 0.141
H 2.516645 -2.372845 5.582814 -0.21 0.89 0.15 0.046
H 0.689234 -3.674178 3.236753 -0.71 0.37 0.45 0.052
C -1.702383 -7.570669 1.196541 -0.07 0.49 -0.62 -0.196
C -0.352427 -6.788312 1.104366 -0.08 -2.80 0.47 -0.263
O -0.446031 -5.618737 1.815339 1.54 2.36 0.59 -0.111
O -2.795101 -6.983848 0.408372 1.29 1.90 0.72 -0.109
H -1.967484 -7.716725 2.244882 -0.26 0.39 0.11 0.106
H -1.644538 -8.568485 0.766610 0.54 -0.05 -0.03 0.109
H -0.202179 -6.651268 0.046435 0.47 0.33 -0.61 0.098
H 0.529263 -7.390055 1.547179 -1.40 0.33 -0.87 0.149
H 0.483471 -5.196881 1.894585 -1.96 -0.79 -0.10 0.096
H -2.682774 -5.976099 0.362612 -0.09 -1.98 0.23 0.085
C 1.941043 0.184471 -3.514481 -0.46 -1.14 -0.45 -0.195
C 1.616551 1.670011 -3.688216 -0.12 -0.22 0.22 -0.231
O 1.480618 2.039759 -5.058601 0.13 -0.12 0.61 -0.046
O 3.018552 -0.229138 -4.406581 -0.32 0.45 0.16 -0.101
H 1.067936 -0.432474 -3.815859 0.33 0.27 0.46 0.118
H 2.232228 -0.044770 -2.460033 -0.42 0.21 -0.69 0.102
H 2.502697 2.124903 -3.222747 -0.58 0.73 -0.07 0.089
H 0.640029 1.948638 -3.187070 1.30 -0.45 -0.34 0.124
H 2.380939 2.122960 -5.393042 0.01 0.04 -0.38 0.051
H 3.715055 -0.699037 -3.922977 -0.10 0.27 0.19 0.048
C 8.044458 -0.660605 0.691676 -0.77 -1.29 0.45 -0.234
C 7.820736 -1.305146 2.090140 1.12 1.17 -0.42 -0.246
O 6.479136 -1.437242 2.416116 -1.59 -0.21 -0.11 -0.069
O 7.482761 0.591542 0.352424 0.18 0.26 0.42 -0.072
H 7.722388 -1.461679 -0.003659 0.08 0.42 -0.18 0.101
H 9.133558 -0.580189 0.631600 -0.13 0.21 -0.29 0.123
H 8.281446 -0.660332 2.846781 0.32 -0.17 0.01 0.121
H 8.267922 -2.310706 2.083922 0.41 0.38 -0.16 0.127
H 6.449954 -1.861127 3.277929 -0.29 0.03 0.02 0.092
H 6.536576 0.787048 0.551882 0.54 -0.97 0.10 0.067
C -6.029112 4.335333 -7.091908 2.20 -1.63 1.58 -0.252
C -7.293854 3.803747 -6.376714 2.02 -0.07 -0.05 -0.295
O -8.359084 4.627674 -6.653033 -1.53 1.24 -0.49 -0.072
O -5.527607 5.620741 -6.692873 -0.14 -0.34 0.97 -0.103
H -6.102702 4.343858 -8.172148 -0.57 0.26 -0.17 0.109
H -5.227003 3.523032 -6.903511 -0.84 1.11 -0.12 0.125
H -7.169469 3.760683 -5.268887 0.41 -0.21 -0.63 0.111
H -7.382602 2.752482 -6.777260 -0.64 1.05 0.34 0.128
H -8.074759 5.566834 -6.569868 -0.08 -1.07 -0.04 0.108
H -5.118128 5.579438 -5.779418 -0.86 -0.45 -1.30 0.077
C -1.706260 -3.734498 5.044248 -1.68 0.86 0.49 -0.252
C -0.882111 -4.699917 5.802073 1.26 -1.03 0.90 -0.226
O -0.901403 -5.979200 5.158124 -2.41 1.50 -0.70 -0.034
O -1.452403 -3.719987 3.672645 0.49 -0.45 -1.27 -0.093
H -1.447749 -2.718782 5.382007 -0.34 -0.28 0.18 0.114
H -2.813205 -3.929475 5.230664 1.15 0.19 -0.17 0.144
H -1.300824 -4.807047 6.819842 0.19 0.22 -0.25 0.127
H 0.176907 -4.370700 5.885063 -0.59 0.06 -0.08 0.118
H -0.138908 -6.433590 5.391158 2.11 -1.27 0.58 0.052
H -1.300885 -4.629918 3.330739 -0.16 0.17 0.14 0.078
```
Forces are in eV/Å.

Results
**Charge**: 0
**Energy**: -125317.3309 eV
**Gap between HOMO and LUMO**: 0.3511 Eh
**Highest occupied orbital energy**: -9.42 eV
**Maximum force**: 3.61 eV/A
**Lowest unoccupied orbital energy**: 0.139 eV
**Multiplicity**: 1